C23H50Br4N6O5 | ωB97M-V/def2-TZVPD

Calculated values
ΔE to the lowest compared entry with this formula, charge and spin = 4.0 kcal per mole
SMILES = CN(C)C=O.CN(C)C=O.CN(C)C=O.CN(C)C=O.CN(C)C=O.BrCCBr.BrCCBr.CCCC#N

CARTESIAN COORDINATES (ANGSTROEM)
C1 1.895 -1.425 -3.882
N1 2.554 -2.535 -3.221
C2 1.954 -3.039 -1.973
C3 3.665 -3.096 -3.740
O1 4.374 -3.930 -3.175
H1 0.845 -1.687 -4.016
H2 2.148 -1.292 -4.934
H3 1.992 -0.443 -3.420
H4 2.293 -2.604 -1.032
H5 0.882 -2.843 -1.992
H6 2.129 -4.112 -1.899
H7 3.855 -2.699 -4.750
C4 2.982 4.987 2.045
N2 1.483 5.080 2.190
C5 1.093 5.862 3.308
C6 0.722 4.413 1.333
O2 -0.529 4.381 1.295
H8 3.406 5.800 1.456
H9 3.425 4.063 1.672
H10 3.456 5.048 3.025
H11 1.525 6.852 3.454
H12 0.015 6.018 3.291
H13 1.454 5.272 4.151
H14 1.364 3.737 0.746
C7 0.584 -0.550 2.369
N3 0.061 -1.841 2.708
C8 -0.834 -1.905 3.901
C9 0.138 -2.851 1.821
O3 -0.474 -3.906 1.944
H15 -0.172 0.227 2.483
H16 1.139 -0.527 1.432
H17 1.337 -0.369 3.136
H18 -1.714 -1.264 3.839
H19 -1.146 -2.928 4.113
H20 -0.205 -1.604 4.739
H21 0.721 -2.589 0.925
C10 -2.137 1.586 0.449
N4 -2.017 0.146 0.121
C11 -2.953 -0.782 0.840
C12 -1.029 -0.310 -0.739
O4 -0.837 -1.470 -1.015
H22 -3.160 1.907 0.253
H23 -1.392 2.197 -0.061
H24 -1.988 1.747 1.517
H25 -3.062 -1.748 0.348
H26 -2.532 -0.960 1.830
H27 -3.889 -0.309 1.138
H28 -0.437 0.538 -1.114
C13 -1.912 -5.536 -0.955
N5 -2.776 -5.223 -2.139
C14 -2.931 -3.812 -2.295
C15 -3.437 -6.251 -2.825
O5 -4.273 -6.150 -3.758
H29 -2.448 -5.313 -0.033
H30 -0.954 -5.016 -0.951
H31 -1.834 -6.623 -0.950
H32 -1.981 -3.309 -2.471
H33 -3.447 -3.559 -3.221
H34 -3.463 -3.238 -1.536
H35 -2.958 -7.214 -2.591
Br1 -5.243 -0.231 -2.318
C16 -3.892 0.634 -3.533
C17 -2.946 -0.405 -4.056
Br2 -3.976 -1.531 -5.340
H36 -3.416 1.371 -2.886
H37 -4.311 1.248 -4.330
H38 -2.575 -0.993 -3.216
H39 -2.121 0.054 -4.601
Br3 -4.297 4.183 5.680
C18 -3.008 4.190 4.191
C19 -1.719 3.455 4.578
Br4 -2.127 1.530 4.608
H40 -2.788 5.189 3.815
H41 -3.337 3.691 3.280
H42 -1.302 3.624 5.571
H43 -0.950 3.624 3.825
C20 5.703 2.237 0.073
C21 5.371 1.602 -1.271
C22 4.208 0.499 -1.130
C23 2.867 1.124 -0.844
N6 1.831 1.631 -0.650
H44 6.487 2.989 -0.004
H45 6.070 1.388 0.650
H46 4.900 2.689 0.656
H47 6.303 1.133 -1.587
H48 5.154 2.312 -2.068
H49 4.366 -0.122 -0.248
H50 4.181 -0.116 -2.029

C23H50FNO6 | ωB97M-V/def2-TZVPD

Calculated values
SMILES = CC[C@]1(OC[C@H](C)O)NC(=O)C[C@@H]1[C@@H](C)F.CCOCC.CCOCC.CCOCC

CARTESIAN COORDINATES (ANGSTROEM)
C1 -1.217 1.723 1.095
C2 -0.503 1.423 -0.350
C3 0.822 2.341 -0.672
O1 1.663 2.375 0.534
C4 2.272 1.071 0.834
C5 2.031 0.541 2.378
C6 3.333 -0.399 2.846
O2 0.886 -0.423 2.297
N1 0.352 3.810 -0.739
C7 -0.095 4.100 -2.167
O3 -0.688 5.186 -2.694
C8 0.323 2.779 -3.103
C9 1.542 2.221 -2.161
C10 2.341 0.848 -2.560
C11 1.342 -0.468 -2.784
F1 3.115 1.170 -3.817
H1 -1.953 2.663 1.071
H2 -1.891 0.817 1.467
H3 -0.465 1.937 1.980
H4 -1.319 1.589 -1.179
H5 -0.167 0.280 -0.401
H6 3.448 1.199 0.694
H7 1.957 0.196 0.125
H8 1.814 1.402 3.153
H9 3.036 -0.964 3.841
H10 4.317 0.229 2.977
H11 3.417 -1.245 2.017
H12 1.233 -1.230 1.792
H13 -0.274 4.124 0.035
H14 -0.670 2.131 -3.192
H15 0.533 2.999 -4.255
H16 2.325 3.121 -2.158
H17 3.183 0.583 -1.757
H18 1.405 -0.917 -3.865
H19 0.219 -0.142 -2.599
H20 1.677 -1.338 -2.042
C12 3.824 -1.208 -8.052
C13 4.061 -1.720 -6.641
O4 2.870 -2.150 -5.986
C14 2.154 -3.216 -6.606
C15 2.967 -4.492 -6.740
H21 3.108 -0.377 -8.044
H22 4.763 -0.859 -8.495
H23 3.416 -1.983 -8.704
H24 4.475 -0.906 -6.037
H25 4.807 -2.520 -6.632
H26 1.762 -2.893 -7.576
H27 1.282 -3.418 -5.974
H28 3.850 -4.351 -7.368
H29 2.360 -5.285 -7.186
H30 3.316 -4.829 -5.757
C16 1.279 -2.012 8.241
C17 1.120 -0.523 7.982
O5 1.157 -0.180 6.599
C18 0.153 -0.765 5.773
C19 -1.261 -0.402 6.191
H31 2.221 -2.377 7.812
H32 1.278 -2.215 9.317
H33 0.471 -2.593 7.791
H34 1.951 0.006 8.459
H35 0.205 -0.138 8.442
H36 0.287 -1.851 5.729
H37 0.326 -0.393 4.756
H38 -1.494 -0.756 7.199
H39 -1.987 -0.846 5.504
H40 -1.394 0.685 6.188
C20 -6.624 1.388 -0.747
C21 -5.652 0.311 -0.291
O6 -4.924 0.663 0.883
C22 -5.695 0.925 2.053
C23 -6.538 -0.258 2.498
H41 -6.093 2.330 -0.931
H42 -7.129 1.081 -1.668
H43 -7.391 1.588 0.004
H44 -4.913 0.149 -1.082
H45 -6.163 -0.646 -0.146
H46 -6.312 1.818 1.906
H47 -4.984 1.171 2.850
H48 -7.273 -0.544 1.743
H49 -7.078 -0.015 3.418
H50 -5.904 -1.131 2.685

Values for HOMO, Ha, ordered as above
-0.322 -0.348
Values for LUMO energy, Eh, ordered as above
0.002 0.015
Values for orbital gap, eV, ordered as above
8.82 9.89